6
Properties=species:S:1:pos:R:3:forces:R:3:mulliken_charge:R:1 method="wB97M-V/def2-TZVPD" lumo_energy_ev="-0.7 / -1.6" homo_ev="-10.1 / -11.4" e_above_lowest_kj_mol=881.71
C -1.93814 0.92830 1.12781 -0.77 0.10 1.70 0.34
C -1.16141 1.34186 0.03992 0.22 -0.60 -0.68 0.31
N -2.48467 0.60316 2.10485 0.69 0.17 -1.38 -0.27
O -1.50244 1.99446 -1.09117 -1.76 -1.06 -1.34 -0.22
O -0.46739 2.44671 -0.21663 1.91 1.17 1.70 -0.21
H 0.74315 -0.47029 -0.05015 -0.30 0.22 0.00 0.05

=====

46
Properties=species:S:1:pos:R:3:forces:R:3:mulliken_charge:R:1 method="wB97M-V/def2-TZVPD" lumo_energy_ev=0.8 homo_ev=-7.8 e_above_lowest_kj_mol=224.49 smiles=CC(C)COc1ccc(-c2nn(-c3ccccc3)cc2CO)cc1
C -0.02068 3.12744 -3.64473 0.17 0.18 -0.05 -1.44
C 1.34813 3.70954 -3.98848 0.17 -0.32 0.18 0.76
C 1.89925 3.06666 -5.25888 -0.07 0.18 0.17 -1.41
C 2.35608 3.53877 -2.83738 -0.21 0.61 -0.25 -0.86
O 2.69723 2.18987 -2.59862 0.00 -0.29 0.02 -0.45
C 2.02842 1.42866 -1.69219 0.02 -0.40 0.16 0.72
C 1.10026 1.87539 -0.75543 0.13 0.31 -0.23 -0.24
C 0.52439 0.98466 0.12818 0.10 -0.27 0.01 -0.88
C 0.85276 -0.36855 0.11486 0.07 0.37 -0.19 0.46
C 0.21588 -1.26744 1.06445 -0.33 -0.62 0.56 0.08
N -0.99404 -1.00694 1.53319 -0.14 0.52 -0.39 -1.08
N -1.30802 -1.98651 2.38334 0.93 -0.28 -0.23 0.86
C -2.54421 -1.98642 3.03132 -0.87 0.16 0.36 1.21
C -2.88802 -2.96980 3.95429 0.20 0.06 -0.15 -0.49
C -4.12450 -2.92824 4.57237 -0.07 0.03 0.00 -0.70
C -5.02377 -1.91653 4.28206 -0.10 -0.01 0.06 -0.48
C -4.68070 -0.93760 3.36312 -0.01 -0.09 0.07 -0.60
C -3.44985 -0.96838 2.73888 0.17 -0.03 -0.07 -0.51
C -0.29746 -2.88823 2.47800 0.20 0.04 -0.21 -0.20
C 0.71037 -2.46968 1.64427 -0.13 0.02 0.13 -0.17
C 2.04333 -3.12639 1.47553 0.08 0.16 -0.26 -0.77
O 2.39670 -3.93723 2.57462 0.01 -0.22 0.31 -0.56
C 1.77599 -0.81428 -0.83036 -0.17 0.12 0.16 -0.70
C 2.35281 0.06936 -1.71506 0.08 0.27 -0.15 -0.53
H 0.05309 2.05938 -3.45259 -0.05 -0.10 0.02 0.26
H -0.44120 3.61014 -2.76537 -0.10 0.00 0.11 0.33
H -0.70707 3.27782 -4.47504 -0.10 -0.01 -0.07 0.46
H 1.24038 4.78838 -4.15117 0.05 -0.02 0.06 0.33
H 2.84570 3.52256 -5.54019 0.13 0.01 -0.09 0.37
H 2.06481 2.00488 -5.09414 0.02 -0.12 -0.04 0.26
H 1.19822 3.18700 -6.08118 -0.04 -0.01 -0.11 0.42
H 3.29975 4.01625 -3.12318 -0.12 -0.02 0.09 0.40
H 1.98890 4.03059 -1.93154 0.08 -0.05 -0.02 0.34
H 0.81443 2.91407 -0.70125 -0.01 0.07 -0.03 0.25
H -0.19651 1.33329 0.85129 -0.05 0.06 0.07 0.44
H -2.20227 -3.76637 4.19543 0.08 -0.07 0.01 0.25
H -4.38534 -3.69483 5.28686 -0.01 -0.06 0.05 0.36
H -5.98687 -1.89213 4.76885 -0.08 0.00 0.04 0.38
H -5.37727 -0.14598 3.13085 -0.04 0.07 -0.03 0.36
H -3.16312 -0.21879 2.01929 -0.03 0.04 -0.02 0.38
H -0.34091 -3.75442 3.10472 -0.04 -0.14 0.14 0.51
H 2.81128 -2.35785 1.29806 -0.13 -0.14 -0.08 0.38
H 2.03121 -3.80573 0.61609 0.09 0.13 0.05 0.25
H 2.39307 -3.39395 3.37049 0.01 0.02 -0.05 0.34
H 2.02277 -1.86235 -0.89396 0.05 -0.12 -0.01 0.43
H 3.06658 -0.27012 -2.44966 0.07 -0.03 -0.09 0.44

=====

43
Properties=species:S:1:pos:R:3:forces:R:3:mulliken_charge:R:1 method="wB97M-V/def2-TZVPD" lumo_energy_ev=0.6 homo_ev=-8.2 e_above_lowest_kj_mol=65.32 smiles="CCOc1ccc(CCNC(=O)c2cccs2)cc1OCC"
C -1.47405 2.10004 -2.20173 -0.34 -0.13 0.24 -0.87
C -2.82190 2.03528 -1.49061 0.15 0.50 -0.37 -0.32
O -3.05905 0.77038 -0.89628 -0.09 -0.16 0.42 -0.55
C -2.16901 0.27812 0.01788 0.12 -0.14 0.00 0.62
C -1.91917 -1.08589 -0.06376 -0.08 0.30 0.01 -0.69
C -1.05175 -1.71758 0.80553 0.02 0.08 0.16 -0.42
C -0.40350 -0.98740 1.78831 -0.17 -0.16 0.12 -0.50
C 0.65878 -1.62403 2.64011 0.16 0.11 -0.15 -1.31
C 2.05324 -1.22074 2.11413 0.00 -0.18 0.19 -0.85
N 2.10132 -1.26004 0.67207 0.06 0.22 0.00 -0.02
C 2.39844 -2.39651 -0.00926 0.14 0.19 0.10 0.40
O 2.92141 -3.36803 0.50213 -0.01 -0.20 0.11 -0.68
C 2.07540 -2.35319 -1.44609 -0.26 0.06 -0.65 0.24
C 2.39198 -3.31559 -2.36435 0.01 0.20 0.45 -0.50
C 1.91914 -3.02352 -3.65810 -0.09 0.10 -0.15 -0.47
C 1.24203 -1.84620 -3.71113 -0.05 0.27 0.26 -0.44
S 1.16849 -1.06779 -2.18456 0.26 -0.55 -0.19 -0.01
C -0.66748 0.37253 1.89760 -0.02 0.06 0.03 0.01
C -1.55075 1.02100 1.04458 -0.12 0.08 -0.21 0.74
O -1.88009 2.34688 1.14650 -0.19 -0.45 -0.26 -0.48
C -1.16235 3.19321 2.01924 0.34 0.29 0.20 -0.52
C 0.23149 3.53463 1.49901 -0.37 -0.19 0.03 -0.90
H -0.65997 2.01683 -1.48502 0.13 0.04 0.05 0.16
H -1.38621 1.28333 -2.91478 0.02 -0.06 -0.10 0.25
H -1.38203 3.04490 -2.73024 0.04 0.11 -0.06 0.42
H -3.63636 2.13870 -2.21290 0.11 0.03 0.09 0.40
H -2.89991 2.83667 -0.74969 -0.06 -0.16 -0.18 0.20
H -2.42082 -1.63788 -0.84280 -0.06 -0.03 -0.13 0.46
H -0.86376 -2.77587 0.70450 0.04 -0.13 -0.01 0.38
H 0.56375 -2.70873 2.58784 0.00 -0.02 0.05 0.37
H 0.57002 -1.31562 3.68269 -0.01 -0.06 0.06 0.43
H 2.30237 -0.20543 2.43301 0.01 -0.08 0.03 0.38
H 2.81009 -1.91340 2.48583 -0.02 0.16 0.02 0.44
H 1.54104 -0.56504 0.20098 0.06 -0.07 0.05 0.17
H 2.94744 -4.19676 -2.09969 0.09 -0.14 0.11 0.50
H 2.07284 -3.66014 -4.51080 0.01 -0.08 -0.16 0.41
H 0.77693 -1.38150 -4.55813 -0.08 0.06 -0.20 0.43
H -0.17343 0.92213 2.68388 0.05 0.13 0.07 0.51
H -1.11170 2.76376 3.02712 -0.07 0.04 -0.09 0.36
H -1.77071 4.10090 2.06784 0.08 -0.14 0.08 0.39
H 0.71717 4.22682 2.18122 0.09 0.07 0.07 0.40
H 0.84438 2.64068 1.40880 0.10 -0.03 0.00 0.19
H 0.15623 4.00008 0.51912 0.02 0.06 -0.08 0.28

=====

33
Properties=species:S:1:pos:R:3:forces:R:3:mulliken_charge:R:1 method="wB97M-V/def2-TZVPD" lumo_energy_ev=-0.5 homo_ev=-7.5 e_above_lowest_kj_mol=539.70 smiles="C=CNC(=O)OBr.c1ccncc1.c1ccncc1"
C -1.06450 -1.33222 -0.59638 -0.22 -0.58 0.45 -0.79
C -0.52718 -1.10297 0.65816 0.11 0.27 -1.70 -0.07
N 0.79446 -1.55873 0.95654 -0.94 -1.71 0.38 -0.25
C 1.70275 -0.49350 1.11402 0.23 -0.02 -1.10 0.48
O 2.10909 -0.18598 2.15861 0.72 0.85 3.02 -0.42
O 2.16211 0.17173 -0.01034 -1.10 -0.44 -0.49 -0.40
Br 2.42277 1.96402 0.32125 0.10 -0.14 -0.03 0.15
H -1.28614 -0.54189 -1.31949 -1.84 0.08 1.04 0.24
H -1.31744 -2.37084 -0.87418 1.93 0.22 -0.88 0.41
H -1.12995 -0.63558 1.44061 1.14 1.42 -0.26 0.36
H 1.11721 -2.25845 0.29181 -0.11 0.31 -0.25 0.35
C -1.76652 -5.19227 -4.83468 -0.01 -0.04 -0.10 -0.12
C -0.73569 -4.31977 -4.52774 -0.03 -0.04 0.00 -0.66
C -0.67286 -3.80568 -3.24242 0.02 0.08 0.20 -0.02
N -1.54995 -4.09935 -2.28268 -0.10 -0.24 -0.31 -0.36
C -2.53613 -4.94013 -2.59906 0.03 0.08 0.19 -0.20
C -2.68835 -5.51258 -3.85183 0.03 0.02 -0.01 -0.50
H -1.85071 -5.61702 -5.82734 0.00 0.01 0.01 0.37
H 0.00340 -4.04371 -5.26749 0.01 0.01 0.03 0.35
H 0.11788 -3.12013 -2.95382 0.00 0.03 -0.05 0.37
H -3.23504 -5.15831 -1.79883 -0.03 -0.04 -0.05 0.36
H -3.50725 -6.19019 -4.05160 0.00 0.01 0.03 0.35
C 0.74774 6.03868 4.30680 -0.04 0.05 0.08 -0.16
C 1.28556 4.76940 4.43887 -0.01 0.06 -0.03 -0.57
C 1.82965 4.16706 3.31542 0.11 -0.14 -0.17 -0.06
N 1.86208 4.73947 2.11077 -0.07 0.02 0.13 -0.32
C 1.33738 5.96097 2.00448 0.09 -0.11 -0.18 -0.23
C 0.77280 6.65154 3.06475 0.01 -0.04 0.03 -0.41
H 0.31404 6.54415 5.16087 0.01 -0.01 -0.01 0.36
H 1.28409 4.25678 5.39109 0.02 -0.02 -0.03 0.35
H 2.26478 3.17454 3.37018 -0.04 -0.01 0.05 0.36
H 1.37652 6.39877 1.01290 -0.03 0.06 0.03 0.35
H 0.36343 7.64220 2.92074 0.01 -0.01 -0.03 0.35

=====

36
Properties=species:S:1:pos:R:3:forces:R:3:mulliken_charge:R:1 method="wB97M-V/def2-TZVPD" total_charge=+1 lumo_energy_ev=-5.8 homo_ev=-11.8
Cd -12.64654 6.47492 -21.17612 0.59 0.81 -0.90 1.14
Cd -15.83419 6.76945 -20.51720 0.26 0.50 -0.21 1.38
C -10.61255 9.62309 -23.25830 -0.17 0.91 -0.44 -1.25
C -11.25414 8.86200 -22.15370 -1.19 -0.13 0.99 0.61
O -11.53540 7.51905 -22.51275 0.41 0.06 0.36 -0.87
H -9.62560 9.27079 -23.53817 0.06 -0.08 -0.02 0.33
H -10.56676 10.67165 -22.93520 0.39 -0.11 0.00 0.34
H -11.27247 9.66595 -24.12868 0.16 -0.37 -0.07 0.32
H -12.20729 9.40834 -21.91688 0.24 -0.28 -0.12 -0.30
H -10.68969 8.95011 -21.20652 0.24 -0.21 -0.35 0.26
O -14.00681 7.75477 -19.98180 -0.82 0.15 0.56 -0.98
H -14.26117 8.68555 -20.03991 0.58 0.20 -0.17 0.45
O -14.52685 5.66289 -21.71539 -0.81 -0.80 0.41 -0.92
H -14.86024 5.55737 -22.60361 0.25 -0.23 -0.47 0.29
C -13.69962 13.13334 -20.45107 -0.48 0.68 0.18 -0.36
C -14.14499 12.04437 -19.48417 -0.76 -0.29 0.06 -0.11
O -14.69784 11.01424 -20.36584 1.10 -0.09 0.38 -0.34
C -14.62507 11.43300 -21.64053 -0.70 1.59 1.14 0.74
O -15.05648 10.81013 -22.55214 -0.05 -1.23 -1.08 -0.65
O -14.22327 12.70593 -21.71453 0.63 -0.61 -0.24 -0.35
H -12.62570 13.29401 -20.48202 0.09 -0.33 -0.28 0.28
H -14.15958 14.09855 -20.24592 -0.01 -0.06 0.12 0.27
H -14.97287 12.31800 -18.83067 0.14 0.24 -0.05 0.27
H -13.34261 11.65544 -18.87121 0.15 -0.33 -0.12 0.19
O -16.35915 8.48227 -21.88004 0.20 0.33 -0.31 -0.58
H -17.13367 8.77822 -22.37924 0.06 -0.12 0.17 0.27
H -15.63537 9.12252 -22.14163 -0.55 -0.10 0.19 0.49
C -13.50066 8.62268 -15.09190 -0.29 0.18 -0.58 -1.24
C -13.12968 8.41711 -16.55450 0.58 -0.69 0.08 0.01
O -14.28423 8.00453 -17.28575 0.08 0.44 -0.70 -0.54
H -12.61358 8.76799 -14.48166 0.05 -0.03 0.06 0.36
H -14.07218 7.76852 -14.73245 0.14 -0.09 0.06 0.31
H -14.14404 9.50143 -14.99759 0.08 -0.04 0.05 0.30
H -12.36048 7.62806 -16.65624 -0.20 0.12 0.26 0.26
H -12.63752 9.31130 -16.96729 -0.44 0.10 -0.04 0.22
H -14.06898 7.96925 -18.25225 0.02 -0.11 1.10 0.39

=====

11
Properties=species:S:1:pos:R:3:forces:R:3:mulliken_charge:R:1 method="wB97M-V/def2-TZVPD" total_charge=-1 lumo_energy_ev=4.6 homo_ev=-1.9 e_above_lowest_kj_mol=509.95
C -0.64626 1.34741 1.03885 -3.37 1.45 -3.77 -0.86
C 0.75894 -0.46235 0.82694 3.09 -4.71 -1.31 -0.66
N -0.25722 0.18543 0.48799 -4.50 2.44 -0.84 0.41
O -1.11506 -0.24694 -0.50475 1.48 -0.16 1.05 -0.73
O 0.70795 -0.79699 -2.04000 0.00 -0.71 -0.72 -0.77
H -1.66041 1.75844 0.65949 1.90 -1.05 0.57 0.17
H -0.49172 1.51334 2.00814 1.17 0.49 3.78 0.20
H -0.06987 -0.74305 -1.32845 0.07 0.40 -1.13 0.45
H 1.43941 -0.21187 1.58620 0.41 0.97 0.77 0.28
H 1.06576 -1.28366 0.13216 -0.45 0.67 1.06 0.27
H 0.26849 -1.05975 -2.86657 0.20 0.20 0.54 0.24